{"formula": "C5H15N5O10", "method": "ωB97M-V with the def2-TZVPD basis set", "species": ["C", "N", "O", "O", "H", "H", "H", "C", "N", "O", "O", "H", "H", "H", "C", "N", "O", "O", "H", "H", "H", "C", "N", "O", "O", "H", "H", "H", "C", "N", "O", "O", "H", "H", "H"], "coordinates": [[-2.41807, 1.50005, -1.87711], [-2.27739, 0.30607, -2.74130], [-2.64096, 0.42547, -3.89180], [-1.82385, -0.70260, -2.24319], [-3.45883, 1.80067, -1.86363], [-1.77129, 2.28171, -2.26399], [-2.07726, 1.22605, -0.88440], [-1.83487, -4.89507, 0.81594], [-1.15079, -3.57060, 0.82975], [-0.71976, -3.14254, 1.87700], [-1.06434, -3.00790, -0.24428], [-1.83783, -5.31055, 1.81367], [-1.29116, -5.48760, 0.08783], [-2.83963, -4.70587, 0.45019], [2.34551, -2.95328, -1.07919], [3.29639, -2.16231, -0.25995], [4.42923, -2.04902, -0.66569], [2.87243, -1.69615, 0.78038], [2.62036, -2.84724, -2.12471], [1.33321, -2.60011, -0.92012], [2.46985, -3.99321, -0.78722], [0.07162, 0.01643, 1.06198], [0.59186, 1.14082, 0.23685], [0.72366, 0.94902, -0.95461], [0.86748, 2.18005, 0.80250], [0.91695, -0.50345, 1.50783], [-0.42842, -0.66376, 0.38080], [-0.55219, 0.43174, 1.84422], [0.24975, 5.13687, 1.59652], [1.52539, 5.83415, 1.33237], [1.59535, 6.46723, 0.29467], [2.39958, 5.73301, 2.16526], [0.00566, 4.59260, 0.68942], [-0.53429, 5.84592, 1.83747], [0.40666, 4.42341, 2.39652]], "forces_ev_per_a": [[0.34, 0.11, 0.59], [-0.09, -0.03, -0.08], [0.04, -0.06, -0.05], [-0.02, -0.03, -0.03], [-0.04, 0.04, -0.18], [-0.12, 0.01, -0.21], [-0.10, -0.05, -0.01], [-0.04, 0.26, -0.15], [0.02, -0.05, -0.09], [-0.03, 0.00, 0.11], [0.04, 0.04, 0.03], [0.10, -0.03, 0.04], [-0.05, -0.18, 0.08], [-0.03, -0.07, 0.00], [-0.07, -0.12, -0.52], [-0.16, 0.13, 0.02], [0.07, -0.03, 0.00], [0.05, 0.02, 0.05], [0.13, 0.05, 0.08], [0.02, 0.00, 0.24], [-0.07, 0.01, 0.11], [0.08, -0.20, -0.13], [0.19, -0.11, 0.06], [0.00, 0.01, 0.01], [-0.08, 0.07, 0.06], [0.11, 0.15, -0.08], [-0.18, 0.03, 0.10], [-0.11, 0.02, -0.05], [-0.23, -0.78, -0.12], [-0.08, 0.31, -0.10], [0.10, -0.10, 0.27], [0.10, 0.10, -0.09], [-0.08, 0.12, -0.04], [0.15, 0.24, -0.03], [0.05, 0.13, 0.11]], "mulliken_charge": [-0.6722, 0.9649, -0.5550, -0.5116, 0.3347, 0.2994, 0.1350, -0.7726, 0.8532, -0.5243, -0.4516, 0.3118, 0.3081, 0.2870, -0.4761, 0.8933, -0.5347, -0.5405, 0.3084, 0.0471, 0.2845, -0.6377, 1.0097, -0.5190, -0.6010, 0.3103, 0.1502, 0.2983, -0.6759, 0.9309, -0.5450, -0.5283, 0.2153, 0.3122, 0.2910], "total_charge": 0, "relative_energy_kcal_mol": 3.1, "smiles": "C[N+](=O)[O-].C[N+](=O)[O-].C[N+](=O)[O-].C[N+](=O)[O-].C[N+](=O)[O-]", "homo_lumo_gap_ev": 10.56, "molar_mass_g_mol": 305.20, "e_lumo_ev": -0.3158, "energy_ha": -1225.209605, "e_homo_ev": -10.9}

***

{"formula": "C5H15N6", "method": "ωB97M-V with the def2-TZVPD basis set", "species": ["N", "C", "N", "C", "C", "C", "N", "N", "N", "C", "N", "H", "H", "H", "H", "H", "H", "H", "H", "H", "H", "H", "H", "H", "H", "H"], "coordinates": [[1.52445, -1.34283, -2.39465], [1.38397, -1.24460, -1.04817], [0.34282, -1.67699, -0.31471], [0.35364, -0.84757, 0.90367], [-0.86742, -0.04416, 1.27612], [-1.27076, 1.03346, 0.22458], [-0.82297, 2.36875, 0.51719], [-0.80713, 0.70205, -1.11876], [-2.76241, 1.11556, 0.17654], [1.74157, -0.22211, 0.99688], [2.31217, -0.64301, -0.33847], [1.16908, -0.65442, -3.03657], [2.05602, -2.09415, -2.80391], [0.35512, -2.68277, -0.17440], [0.38454, -1.58715, 1.70593], [-0.61947, 0.48568, 2.19085], [-1.70369, -0.67534, 1.53733], [0.09737, 2.56517, 0.15238], [-0.91551, 2.62630, 1.48846], [-1.21006, -0.19815, -1.36228], [-1.27416, 1.36282, -1.73584], [-3.12365, 0.18369, -0.01516], [-3.06875, 1.29823, 1.13138], [1.80491, 0.83199, 1.20392], [2.28745, -0.83159, 1.70005], [2.63286, 0.17115, -0.86238]], "forces_ev_per_a": [[0.29, -1.07, -0.83], [0.25, -0.01, -0.41], [0.15, 0.52, -0.07], [-0.30, -1.94, 2.89], [0.47, 1.00, -1.34], [-1.66, 0.10, -0.04], [0.33, -0.07, -0.16], [0.16, -0.15, 0.09], [0.52, -0.19, 0.44], [0.39, -2.00, -0.88], [-0.98, 3.29, -0.04], [-0.40, 0.06, 0.30], [0.15, 0.10, 0.07], [-0.75, -0.07, -0.31], [-0.16, -0.10, 0.15], [0.11, 0.02, 0.24], [-0.15, -0.42, -0.23], [0.04, 0.02, 0.15], [0.08, 0.10, -0.02], [0.07, -0.02, -0.07], [0.12, 0.17, 0.04], [-0.05, 0.00, -0.10], [-0.27, 0.28, -0.14], [0.08, 0.30, -0.26], [0.41, 0.55, 0.60], [1.09, -0.47, -0.08]], "mulliken_charge": [-0.3910, 0.0841, -0.2917, 0.3375, -1.3402, 0.7525, -0.6298, -0.6430, -0.7318, -0.7512, -0.1306, 0.2444, 0.2216, 0.4065, 0.5052, 0.2557, 0.4442, 0.2335, 0.2585, 0.2581, 0.3542, 0.2798, 0.2560, 0.3484, 0.3337, 0.3354], "total_charge": 1, "relative_energy_kcal_mol": 0.0, "smiles": "NC1=[NH+][C@H](CC(N)(N)N)CN1", "homo_lumo_gap_ev": 8.32, "molar_mass_g_mol": 159.22, "e_lumo_ev": -4.2671, "energy_ha": -527.787122, "e_homo_ev": -12.6}

***

{"formula": "C5H15NO", "method": "ωB97M-V with the def2-TZVPD basis set", "species": ["C", "N", "C", "C", "C", "C", "H", "H", "H", "H", "H", "H", "H", "H", "H", "H", "H", "H", "H", "H", "H", "O"], "coordinates": [[-0.34460, 0.20642, -2.68615], [0.78274, 0.11677, -1.79525], [0.86122, 1.05277, -0.70561], [1.02860, 0.36144, 0.69573], [2.35183, 0.71711, 1.35559], [-0.17170, 0.63065, 1.59177], [-0.52454, 1.25871, -2.89662], [-1.26102, -0.23720, -2.26430], [-0.13938, -0.25557, -3.65777], [1.12320, -0.81467, -1.63353], [-0.08783, 1.59252, -0.66125], [1.68462, 1.76032, -0.85029], [1.02527, -0.69934, 0.42374], [2.40003, 0.42139, 2.41017], [2.46791, 1.80440, 1.39703], [3.17201, 0.29843, 0.78193], [-1.08882, 0.19868, 1.20030], [-0.35469, 1.70676, 1.69446], [0.00568, 0.22114, 2.58984], [-3.90898, -3.35329, 0.31795], [-4.72730, -3.89481, 1.51559], [-4.29427, -3.09264, 1.17668]], "forces_ev_per_a": [[-0.22, -0.16, 0.07], [0.59, 0.11, -0.82], [-0.21, -0.52, 0.97], [-0.25, -0.12, -0.83], [-0.32, 0.52, 0.30], [0.15, 0.21, 0.24], [-0.17, 0.11, -0.03], [-0.02, 0.11, -0.17], [0.04, -0.12, 0.17], [-0.17, 0.02, 0.26], [0.14, 0.27, -0.14], [-0.05, 0.19, -0.04], [0.07, -0.09, 0.48], [0.05, -0.42, -0.26], [0.07, 0.06, -0.22], [0.31, -0.03, 0.09], [-0.05, -0.18, -0.11], [0.14, -0.01, 0.05], [-0.15, -0.01, -0.01], [0.03, -0.04, 0.03], [0.08, -0.06, -0.16], [-0.06, 0.16, 0.12]], "mulliken_charge": [-1.5332, -0.1550, -0.6807, 0.5998, -1.6223, -1.9138, 0.3611, 0.4820, 0.4154, 0.2367, 0.4988, 0.2388, 0.2298, 0.4416, 0.3903, 0.3309, 0.4282, 0.3591, 0.5542, 0.7929, 0.8213, -2.2759], "total_charge": -1, "relative_energy_kcal_mol": 19.3, "homo_lumo_gap_ev": [2.12, 8.77], "molar_mass_g_mol": 105.18, "s2": 0.750, "e_lumo_ev": [3.3813, 3.2866], "energy_ha": -329.422356, "e_homo_ev": [1.3, -5.5], "multiplicity": 2}